--- A ---
The following is a quantum chemistry calculation of a structure of composition C5H4N2O, from the OMol25 dataset.

Each line ends with the Mulliken charge.
Atoms and positions in Å:
C1 1.80 -0.29 0.03  -0.2204
C2 0.71 -1.43 -0.02  -0.7081
C3 -0.54 -0.75 -0.05  0.3853
C4 -1.64 0.90 -0.13  0.0186
C5 1.01 0.92 0.09  -0.3906
H1 2.86 -0.09 -0.02  0.3817
H2 0.85 -2.61 -0.17  0.2540
H3 -1.79 2.13 -0.05  0.2929
H4 1.40 1.98 0.31  0.3340
N1 -2.53 -0.04 0.13  -0.3233
N2 -0.36 0.52 -0.16  0.1673
O1 -1.78 -1.26 0.03  -0.1914

Calculated values
LUMO energy (eV): 0.81
Frontier orbital gap (eV): 9.0
HOMO energy (hartree): -0.2996


--- B ---
The following is a quantum chemistry calculation of a structure of composition C5H4N2O, from the OMol25 dataset.

Each line ends with the Mulliken charge.
Atoms and positions in Å:
C1 -1.62 -0.16 0.24  -0.7140
C2 0.44 -1.16 -0.36  0.0073
C3 1.05 0.14 -0.39  0.3650
C4 2.40 0.24 -0.02  0.1453
C5 0.20 1.38 -0.27  0.1607
H1 -2.00 0.08 -1.02  0.3075
H2 -2.81 -0.31 1.03  0.2571
H3 -1.03 0.89 0.93  0.3377
H4 1.13 -2.10 -0.09  0.3430
N1 3.58 -0.04 0.20  -0.4543
N2 -0.45 2.38 -0.12  -0.4679
O1 -0.89 -1.34 -0.12  -0.2874

Calculated values
LUMO energy (eV): -1.11
Frontier orbital gap (eV): 8.7
HOMO energy (hartree): -0.3609


--- C ---
The following is a quantum chemistry calculation of an isolated molecule of C5H4N2O, from the OMol25 dataset.

Each line ends with the Mulliken charge.
Atoms and positions in Å:
C1 2.09 0.06 -0.86  -0.1826
C2 2.17 -0.05 0.43  -0.2213
N1 1.12 -0.87 -0.09  -0.3798
C3 -0.16 -0.36 0.15  0.5802
C4 -0.78 0.86 0.44  -0.3607
N2 -2.16 0.70 0.23  -0.5261
C5 -2.25 -0.51 -0.26  -0.1305
O1 -1.08 -1.21 -0.33  -0.3301
H1 1.89 0.83 -1.54  0.2885
H2 2.59 -0.12 1.37  0.3890
H3 -0.31 1.67 0.95  0.4082
H4 -3.12 -0.99 -0.49  0.4651

Calculated values
LUMO energy (eV): 0.32
Frontier orbital gap (eV): 9.1
HOMO energy (hartree): -0.3240
Structure (SMILES): C1=CN1c1cnco1


Which structure is most stable? A, by 0.114 eV over the runner-up.


--- A ---
The following is a quantum chemistry calculation of a cluster of 7 separate species, C2H16O6 in total, from the OMol25 dataset.

Each line ends with the Mulliken charge.
Atoms and positions in Å:
C1 2.59 -1.38 -0.50  -0.4748
C2 1.54 -2.14 -0.40  -0.4779
H1 3.45 -1.27 -1.21  0.2326
H2 2.74 -0.76 0.35  0.1768
H3 1.43 -2.88 -1.26  0.1932
H4 0.86 -2.25 0.35  0.3403
O1 -1.31 1.85 -1.03  -0.6689
H5 -1.59 1.01 -0.73  0.3302
H6 -1.35 1.68 -1.96  0.3328
O2 -2.30 -1.13 -2.01  -0.6487
H7 -1.42 -1.51 -2.11  0.3135
H8 -2.73 -1.60 -1.23  0.3138
O3 2.32 1.57 2.00  -0.6060
H9 1.79 1.09 1.49  0.2791
H10 2.04 2.54 2.02  0.3317
O4 -2.47 -1.02 0.75  -0.5750
H11 -1.88 -1.07 1.46  0.3353
H12 -3.12 -0.31 0.68  0.3004
O5 1.32 2.50 -1.96  -0.6327
H13 0.89 1.80 -1.40  0.3665
H14 0.45 2.73 -2.43  0.3001
O6 -0.75 -0.82 2.88  -0.6295
H15 -0.43 -1.63 3.25  0.2880
H16 -0.40 -0.02 3.13  0.2792

Calculated values
LUMO energy (eV): 0.20
Frontier orbital gap (eV): 10.8
HOMO energy (hartree): -0.3891
Structure (SMILES): C=C.O.O.O.O.O.O


--- B ---
The following is a quantum chemistry calculation of a structure of composition C2H16O6, from the OMol25 dataset.

Each line ends with the Mulliken charge.
Atoms and positions in Å:
C1 0.29 1.56 -1.76  -0.2051
O1 0.17 1.42 -0.36  -0.3641
C2 -0.57 0.56 -2.51  -1.0160
H1 1.34 1.46 -2.06  0.2890
H2 -0.11 2.56 -1.99  0.3066
H3 1.16 1.27 0.09  0.3535
H4 -0.31 -0.49 -2.26  0.4800
H5 -0.49 0.71 -3.60  0.3248
H6 -1.61 0.67 -2.23  0.2831
H7 2.47 -0.06 0.22  0.5698
H8 2.02 -1.05 -0.84  0.4200
O2 2.56 -1.06 -0.06  -0.7296
H9 -2.33 0.73 2.25  0.2897
H10 -2.89 -0.69 2.37  0.4005
O3 -3.13 0.24 2.48  -0.6548
H11 -2.13 -3.17 2.59  0.3228
H12 -1.25 -2.11 1.76  0.4691
O4 -2.16 -2.39 1.98  -0.7201
H13 0.76 -0.10 -0.77  -0.3069
H14 2.79 1.87 0.75  0.2131
O5 2.25 1.11 0.67  -0.7373
H15 -0.11 -0.46 1.11  0.3266
H16 1.05 -1.25 0.82  0.4416
O6 0.21 -1.34 1.35  -0.7562

Calculated values
LUMO energy (eV): -3.23
Frontier orbital gap (eV): 7.3
HOMO energy (hartree): -0.3874


Which structure is most stable? A, by 3.220 eV over the runner-up.


--- A ---
The following is a quantum chemistry calculation of a structure of composition C3H3CoO2, from the OMol25 dataset.

Each line ends with the Mulliken charge.
Atoms and positions in Å:
C1 -0.97 0.07 -0.14  -0.6340
O1 1.32 -0.26 0.45  -0.5847
C2 -0.74 1.36 -0.05  0.5741
C3 0.17 -0.92 0.10  -0.1648
O2 -0.55 2.51 -0.02  -0.3841
H1 -2.01 -0.26 -0.27  0.3334
H2 -0.16 -1.62 0.89  0.2328
H3 0.28 -1.53 -0.82  0.2356
Co1 2.67 0.65 -0.14  0.3916

Calculated values
2S+1: 5
LUMO energy (spin up / spin down) (eV): 0.62 / -1.40
<S²>: 6.01
Frontier orbital gap (spin up / spin down) (eV): 8.0 / 7.5
HOMO energy (spin up / spin down) (hartree): -0.2712 / -0.3276


--- B ---
The following is a quantum chemistry calculation of a structure of composition C3H3CoO2, from the OMol25 dataset.

Each line ends with the Mulliken charge.
Atoms and positions in Å:
C1 -1.07 0.96 -0.02  -0.5747
C2 -0.95 -0.50 -0.14  -0.0896
H1 -1.43 -1.09 0.66  0.2172
H2 -1.06 1.35 1.01  0.1947
H3 -1.24 -0.84 -1.15  0.2258
O1 2.02 0.94 -0.18  -0.5811
C3 0.81 0.78 0.12  0.5039
O2 0.48 -0.61 0.01  -0.2346
Co1 2.45 -0.99 -0.31  0.3384

Calculated values
2S+1: 5
LUMO energy (spin up / spin down) (eV): 0.06 / -1.58
<S²>: 6.00
Frontier orbital gap (spin up / spin down) (eV): 7.7 / 6.4
HOMO energy (spin up / spin down) (hartree): -0.2803 / -0.2923


Which structure is most stable? A, by 2.557 eV over the runner-up.


--- A ---
The following is a quantum chemistry calculation of an isolated molecule of C6H12OS, from the OMol25 dataset.

Each line ends with the Mulliken charge.
Atoms and positions in Å:
C1 -0.49 1.63 -0.74  -1.6329
C2 -0.80 0.50 0.26  0.9193
C3 -0.56 0.73 1.81  -1.7768
O1 -1.99 -0.24 0.00  -0.5082
S1 -1.41 -1.87 0.10  -0.0356
C4 0.05 -0.78 -0.14  1.1182
C5 0.46 -0.89 -1.58  -1.2938
C6 1.39 -1.05 0.58  -1.4273
H1 -1.19 2.47 -0.43  0.3747
H2 -0.85 1.27 -1.63  0.5694
H3 0.49 1.89 -0.61  0.3603
H4 -1.24 1.48 2.01  0.5119
H5 0.46 1.07 1.96  0.3402
H6 -1.01 -0.10 2.22  0.5092
H7 0.39 -1.90 -2.02  0.3569
H8 1.49 -0.48 -1.83  0.2833
H9 -0.29 -0.24 -2.28  0.2640
H10 1.96 -1.88 0.03  0.3638
H11 1.05 -1.44 1.52  0.4457
H12 2.08 -0.15 0.75  0.2577

Calculated values
LUMO energy (eV): 0.32
Frontier orbital gap (eV): 8.6
HOMO energy (hartree): -0.3060
Structure (SMILES): CC1(C)OSC1(C)C


--- B ---
The following is a quantum chemistry calculation of an isolated molecule of C6H12OS, from the OMol25 dataset.

Each line ends with the Mulliken charge.
Atoms and positions in Å:
C1 -0.83 1.22 1.78  -0.6645
C2 0.18 1.26 0.95  0.2120
C3 1.55 1.07 1.34  -0.8512
S1 0.06 1.43 -0.86  -0.0909
C4 -0.24 -0.24 -1.51  0.0506
C5 -1.69 -0.84 -1.43  -0.9381
C6 0.90 -1.18 -0.97  -0.6940
O1 0.40 -1.73 0.34  -0.5685
H1 -1.83 1.39 1.45  0.3042
H2 -0.69 1.21 2.84  0.2927
H3 1.93 0.05 1.11  0.2172
H4 1.56 1.18 2.50  0.2983
H5 2.32 1.84 1.03  0.2939
H6 -0.17 -0.16 -2.61  0.3131
H7 -2.40 0.13 -1.70  0.2507
H8 -2.03 -1.76 -2.03  0.3503
H9 -1.91 -1.26 -0.39  0.2341
H10 1.11 -2.12 -1.59  0.3722
H11 1.85 -0.71 -0.95  0.3085
H12 -0.07 -0.78 0.69  0.3094

Calculated values
LUMO energy (eV): 0.74
Frontier orbital gap (eV): 9.7
HOMO energy (hartree): -0.3286
Structure (SMILES): C=C(C)S[C@H](C)CO


Which structure is most stable? B, by 0.241 eV over the runner-up.


--- A ---
The following is a quantum chemistry calculation of a cluster of 3 separate species, C3H10N4O in total, from the OMol25 dataset.

Each line ends with the Mulliken charge.
Atoms and positions in Å:
C1 0.07 0.17 0.76  -0.3052
C2 1.85 1.76 -0.07  -0.9794
N1 0.41 0.00 -0.51  -0.3015
C3 -1.24 -1.72 0.23  0.3217
N2 -0.41 0.62 -1.45  -0.4069
N3 0.79 -0.41 1.76  -0.3893
N4 -2.10 -1.67 -0.79  -0.3040
O1 -1.10 -2.60 1.04  -0.5447
H1 -0.63 0.93 1.08  0.4044
H2 -0.72 1.55 -1.16  0.2264
H3 0.12 0.70 -2.31  0.2350
H4 1.28 -1.26 1.49  0.2757
H5 0.30 -0.53 2.63  0.2598
H6 -1.97 -0.93 -1.47  0.3081
H7 -2.69 -2.46 -1.02  0.2453
H8 2.50 1.49 0.75  0.3378
H9 1.26 2.66 0.09  0.3352
H10 2.30 1.69 -1.06  0.2814

Calculated values
LUMO energy (spin up / spin down) (eV): 0.89 / 0.62
Frontier orbital gap (spin up / spin down) (eV): 7.8 / 7.5
HOMO energy (spin up / spin down) (hartree): -0.2523 / -0.2544


--- B ---
The following is a quantum chemistry calculation of a cluster of 2 separate species, C3H10N4O in total, from the OMol25 dataset.

Each line ends with the Mulliken charge.
Atoms and positions in Å:
N1 0.28 -1.39 -0.97  -0.5832
C1 -0.97 -0.70 -0.99  -0.2326
C2 -1.48 -0.14 -2.07  -0.1738
N2 -2.70 0.60 -2.04  -0.5824
H1 0.17 -2.36 -0.73  0.2526
H2 0.92 -0.97 -0.31  0.1993
H3 -1.53 -0.59 -0.06  0.3156
H4 -0.96 -0.24 -3.01  0.3316
H5 -3.21 0.46 -2.90  0.2589
H6 -2.54 1.59 -1.95  0.2210
N3 1.18 -0.15 2.83  -0.4671
C3 1.82 0.17 1.64  0.5287
N4 1.49 1.40 1.13  -0.4242
O1 2.60 -0.59 1.10  -0.6021
H7 1.49 -1.03 3.21  0.2431
H8 1.05 0.57 3.52  0.2198
H9 1.79 1.58 0.19  0.2593
H10 0.60 1.78 1.39  0.2356

Calculated values
LUMO energy (eV): 0.74
Frontier orbital gap (eV): 9.6
HOMO energy (hartree): -0.3266
Structure (SMILES): N/C=C/N.NC(N)=O


Which structure is most stable? B, by 5.238 eV over the runner-up.


--- A ---
The following is a quantum chemistry calculation of a cluster of 2 separate species, C3H13N2O in total, from the OMol25 dataset.

Each line ends with the Mulliken charge.
Atoms and positions in Å:
C1 -0.69 -1.08 0.74  -0.6895
C2 0.51 -1.66 -0.09  -0.6597
C3 0.72 -1.11 -1.51  -0.6007
N1 1.00 0.35 -1.54  -0.6101
N2 -0.48 0.40 0.97  -0.2937
H1 -1.61 -1.22 0.18  0.3948
H2 -0.63 -1.62 1.68  0.3209
H3 0.26 -2.72 -0.26  0.3604
H4 1.43 -1.66 0.47  0.3777
H5 -0.21 -1.29 -2.05  0.3619
H6 1.58 -1.65 -1.92  0.3371
H7 0.58 0.72 -2.38  0.2184
H8 -0.07 0.73 0.06  0.4790
H9 2.00 0.47 -1.65  0.2288
H10 -1.36 0.91 1.12  0.3860
H11 0.25 0.48 1.68  0.3809
H12 -0.37 3.28 1.23  0.3138
H13 -1.64 3.71 1.85  0.3079
O1 -1.26 2.96 1.40  -0.6138

Calculated values
LUMO energy (eV): -2.96
Frontier orbital gap (eV): 11.1
Charge: +1
HOMO energy (hartree): -0.5164


--- B ---
The following is a quantum chemistry calculation of a cluster of 2 separate species, C3H13N2O in total, from the OMol25 dataset.

Each line ends with the Mulliken charge.
Atoms and positions in Å:
N1 -0.07 -0.21 -1.46  -0.1724
C1 -0.19 -1.22 -0.36  -0.5976
C2 1.08 -1.14 0.52  -0.6560
N2 1.45 0.22 0.71  -0.2847
C3 0.74 0.94 1.79  -0.9043
H1 0.91 0.08 -1.56  0.3700
H2 -0.60 -0.57 -2.25  0.3473
H3 -0.55 0.61 -1.08  0.2793
H4 -1.10 -1.02 0.20  0.2755
H5 -0.30 -2.20 -0.80  0.4271
H6 0.87 -1.72 1.43  0.3473
H7 1.85 -1.70 -0.02  0.4312
H8 2.43 0.38 0.81  0.2568
H9 1.46 1.41 2.43  0.3613
H10 0.19 0.24 2.43  0.3031
H11 0.00 1.64 1.38  0.2314
H12 -3.44 1.14 -1.27  0.3010
H13 -2.23 1.94 -1.73  0.3277
O1 -2.48 1.19 -1.17  -0.6441

Calculated values
LUMO energy (eV): -3.15
Frontier orbital gap (eV): 10.1
Charge: +1
HOMO energy (hartree): -0.4877


--- C ---
The following is a quantum chemistry calculation of a cluster of 2 separate species, C3H13N2O in total, from the OMol25 dataset.

Each line ends with the Mulliken charge.
Atoms and positions in Å:
C1 0.26 -1.46 0.14  -0.5928
C2 0.63 -0.35 1.10  -0.4944
C3 1.02 1.00 0.45  -0.6499
N1 1.56 0.78 -0.91  -0.6572
N2 -0.52 -0.91 -0.96  -0.2087
H1 1.12 -2.03 -0.25  0.3727
H2 -0.32 -2.26 0.63  0.3406
H3 1.46 -0.71 1.75  0.3613
H4 -0.28 -0.20 1.74  0.2824
H5 1.71 1.54 1.10  0.4074
H6 0.11 1.63 0.41  0.2876
H7 2.55 0.45 -0.65  0.2737
H8 0.11 -0.14 -1.37  0.4364
H9 1.59 1.74 -1.27  0.2414
H10 -0.87 -1.44 -1.81  0.4035
H11 -1.34 -0.46 -0.53  0.2328
H12 -2.70 1.70 0.23  0.3025
H13 -3.49 0.38 0.08  0.2873
O1 -2.59 0.75 0.10  -0.6267

Calculated values
LUMO energy (eV): -3.01
Frontier orbital gap (eV): 11.4
Charge: +1
HOMO energy (hartree): -0.5301


Which structure is most stable? A, by 0.165 eV over the runner-up.


--- A ---
The following is a quantum chemistry calculation of an isolated molecule of C2H4O3S2, from the OMol25 dataset.

Each line ends with the Mulliken charge.
Atoms and positions in Å:
C1 -0.69 -0.97 0.52  -0.1429
C2 -1.29 0.23 -0.13  -0.5983
O1 2.88 -0.20 -0.01  -0.4948
O2 1.18 1.06 -1.40  -0.5482
O3 0.90 0.83 1.02  -0.4789
S1 0.61 -1.67 -0.29  -0.0958
S2 1.57 0.42 -0.16  1.0225
H1 -1.01 -1.32 1.38  0.4202
H2 -2.14 -0.03 -0.83  0.2968
H3 -0.46 0.73 -0.75  0.3185
H4 -1.56 0.91 0.63  0.3010

Calculated values
LUMO energy (spin up / spin down) (eV): -2.06 / -2.06
Frontier orbital gap (spin up / spin down) (eV): 8.4 / 8.4
HOMO energy (spin up / spin down) (hartree): -0.3828 / -0.3828


--- B ---
The following is a quantum chemistry calculation of an isolated molecule of C2H4O3S2, from the OMol25 dataset.

Each line ends with the Mulliken charge.
Atoms and positions in Å:
C1 0.66 -1.05 -0.63  0.3037
C2 0.88 0.32 -0.84  -1.2033
O1 -2.24 -0.21 2.00  -0.5247
O2 0.09 0.72 1.75  -0.5183
O3 -1.59 0.99 -0.01  -0.5555
S1 -0.38 -1.70 0.47  -0.0918
S2 -1.17 0.27 1.20  0.9929
H1 1.22 -1.59 -1.36  0.3491
H2 1.35 0.51 -1.81  0.3140
H3 1.32 0.92 -0.16  0.4430
H4 -0.14 0.83 -0.60  0.4910

Calculated values
LUMO energy (eV): -1.56
Frontier orbital gap (eV): 9.0
HOMO energy (hartree): -0.3882


Which structure is most stable? B, by 0.499 eV over the runner-up.